1.
158
Properties=species:S:1:pos:R:3 method="wB97M-V/def2-TZVPD" e_lumo_ha=-0.0434 total_charge=0 spin_multiplicity=1 e_above_lowest_kcal_mol=0.0
O -22.91915 -18.23966 -0.46567
H -22.20170 -17.66116 -0.73438
H -23.72729 -18.05854 -0.95117
H -22.99912 -18.24571 0.49097
O -20.03062 -10.50214 -2.25092
H -20.57591 -10.17317 -1.53256
H -19.34705 -9.85388 -2.43554
H -19.64760 -11.37322 -2.12395
C -20.55164 -14.02690 -1.57334
C -20.96841 -15.19930 -1.05890
C -19.99598 -16.22190 -0.53466
O -20.27817 -17.47361 -0.28587
C -18.70073 -15.96960 -0.35180
C -18.11879 -14.73582 -0.91068
C -19.12633 -13.66311 -1.54501
O -18.75521 -12.56621 -2.00093
O -16.88888 -14.51263 -0.88481
O -22.22539 -15.42904 -1.26691
H -21.22502 -13.31768 -2.03156
H -17.93817 -16.64045 0.01543
O -16.43362 -12.85477 -3.30204
H -17.36510 -12.67902 -3.16904
H -16.28375 -13.69517 -2.86905
O -23.26871 -13.85461 1.25934
H -23.09001 -14.45246 0.53347
H -23.24387 -14.40948 2.03892
O -15.29924 -16.19707 -2.29368
H -15.86659 -15.63116 -1.77013
H -15.72055 -16.23082 -3.15251
O -23.80135 -13.54159 -2.89222
H -23.39894 -14.31611 -2.49924
H -23.60006 -12.83129 -2.28296
O -20.42966 -19.16388 2.00279
H -20.20560 -18.98556 1.08943
H -21.32172 -18.83083 2.10049
O -15.84900 -14.05743 1.45763
H -16.72666 -13.94279 1.82204
H -15.98417 -14.08518 0.51043
C -19.62389 -14.16473 2.93723
O -19.09183 -14.70186 4.09290
C -19.87158 -15.49429 4.91538
C -20.25001 -16.88757 4.25108
N -19.14952 -17.90175 4.34247
C -18.10620 -17.37054 3.47894
C -17.07894 -18.50469 3.28376
O -17.78578 -19.67666 2.93168
C -16.88504 -20.68261 2.54389
H -20.66877 -13.86093 3.00068
H -19.59030 -14.86037 2.09874
H -18.95763 -13.35839 2.63061
H -20.80121 -15.06680 5.29108
H -19.28343 -15.61602 5.82497
H -20.68601 -16.77028 3.25899
H -21.05677 -17.27803 4.87138
H -18.79806 -17.88486 5.28920
H -17.58175 -16.58198 4.01859
H -18.52941 -16.91678 2.58278
H -16.42686 -18.69615 4.13596
H -16.44896 -18.15041 2.46786
H -16.10866 -20.88679 3.28120
H -16.40534 -20.59221 1.56930
H -17.43640 -21.61331 2.41010
C -20.98511 -8.58351 3.87436
O -20.53237 -8.84275 2.57755
C -19.98321 -10.14082 2.43387
C -19.80768 -10.59682 1.00000
N -20.99239 -10.21882 0.21352
C -21.97889 -11.25575 0.27418
C -23.30117 -10.90566 -0.41551
O -23.10271 -11.03744 -1.79588
C -24.21557 -10.50461 -2.60854
H -21.67876 -7.74472 3.81627
H -20.10666 -8.25313 4.42870
H -21.43632 -9.44425 4.36795
H -20.66386 -10.89560 2.82773
H -19.03415 -10.12932 2.96984
H -19.45103 -11.61423 0.83944
H -18.98977 -9.94296 0.69735
H -21.31332 -9.38960 0.69259
H -22.28842 -11.54458 1.27860
H -21.68761 -12.20859 -0.16780
H -23.76462 -9.96628 -0.11403
H -24.05710 -11.63143 -0.11563
H -23.98491 -10.55394 -3.67271
H -24.22900 -9.44697 -2.34526
H -25.20285 -10.93026 -2.42912
C -15.91320 -10.29766 1.37338
O -16.15278 -9.54328 0.22666
C -16.22590 -10.38064 -0.90082
C -16.44971 -9.50808 -2.15911
N -17.85442 -8.99113 -2.07333
C -18.19855 -8.09493 -3.16882
C -17.89544 -8.65225 -4.51931
O -18.77497 -9.81436 -4.71159
C -18.43708 -10.63452 -5.76286
H -16.65163 -11.08705 1.51366
H -15.91941 -9.75976 2.32139
H -14.95852 -10.80765 1.24455
H -17.03944 -11.10484 -0.85858
H -15.27595 -10.90721 -0.99257
H -16.47062 -10.17457 -3.02135
H -15.70873 -8.72751 -2.33164
H -17.86423 -8.51024 -1.18521
H -17.69146 -7.14139 -3.02143
H -19.24894 -7.81715 -3.08143
H -16.83554 -8.84302 -4.68756
H -18.10389 -7.85862 -5.23681
H -18.74465 -10.17298 -6.70120
H -18.79204 -11.64659 -5.56840
H -17.35638 -10.69728 -5.89027
C -21.51726 -11.55901 -5.91285
O -21.73960 -12.81306 -6.58807
C -22.22326 -13.86302 -5.70179
C -20.93629 -14.50115 -4.92609
N -19.86914 -14.76420 -5.92507
C -18.52217 -15.02960 -5.35508
C -18.34382 -16.49611 -4.76612
O -16.96587 -16.68956 -4.42721
C -16.65031 -18.05823 -4.73107
H -20.95156 -10.87453 -6.54497
H -20.99836 -11.64239 -4.95792
H -22.45285 -11.11692 -5.57032
H -22.75195 -14.63846 -6.25611
H -22.95174 -13.44636 -5.00622
H -21.21995 -15.43308 -4.43706
H -20.51138 -13.77025 -4.23810
H -19.85846 -14.09358 -6.68023
H -18.18638 -14.36038 -4.56293
H -17.71645 -15.01454 -6.08903
H -18.75408 -17.16478 -5.52286
H -18.98967 -16.55187 -3.88984
H -17.38990 -18.79069 -4.40762
H -15.66773 -18.29725 -4.32425
H -16.55501 -18.26796 -5.79644
C -20.32354 -24.88932 -3.98579
O -19.35358 -25.01282 -3.02699
C -18.11415 -25.47741 -3.58605
C -16.89719 -25.02434 -2.74978
N -16.97996 -23.55995 -2.64717
C -16.06811 -23.00456 -1.55402
C -15.89004 -21.48930 -1.60610
O -17.02282 -20.84566 -1.03027
C -16.93071 -19.43186 -1.24686
H -21.31747 -24.71393 -3.57417
H -20.27262 -25.77860 -4.61404
H -20.21450 -24.02729 -4.64391
H -17.98644 -25.13108 -4.61165
H -17.98470 -26.55807 -3.64528
H -16.04075 -25.36416 -3.33212
H -16.84961 -25.54826 -1.79514
H -17.90549 -23.18670 -2.49165
H -15.08909 -23.41925 -1.79413
H -16.28657 -23.40292 -0.56322
H -15.68905 -21.21931 -2.64284
H -15.04312 -21.37876 -0.92889
H -16.07844 -18.96757 -0.75072
H -17.86087 -18.96164 -0.92778
H -16.82734 -19.22444 -2.31194

---

2.
17
Properties=species:S:1:pos:R:3 method="wB97M-V/def2-TZVPD" e_lumo_ha=0.0261 total_charge=0 spin_multiplicity=1 smiles=CSSCCCO e_above_lowest_kcal_mol=27.9
C 0.09677 -2.47406 0.24474
S -1.21659 -1.45451 1.02813
S -0.89218 0.51839 1.09775
C -0.74205 1.34182 -0.58758
C 0.60064 1.98451 -0.87685
C 1.76807 1.02340 -0.81241
O 2.00472 0.28461 -2.03806
H 0.74346 -1.91414 -0.41271
H 0.65985 -3.00772 1.00721
H -0.30163 -3.30997 -0.32525
H -1.12937 0.61457 -1.29387
H -1.48999 2.13588 -0.55215
H 0.76080 2.65936 -0.01786
H 0.65259 2.48082 -1.84756
H 2.70687 1.59469 -0.77058
H 1.71620 0.34471 0.05122
H 1.19861 -0.22389 -2.12245

---

3.
21
Properties=species:S:1:pos:R:3 method="wB97M-V/def2-TZVPD" e_lumo_ha=0.0305 total_charge=0 spin_multiplicity=1 smiles="C[C@@]12C=C[C@@H](BN1C(F)(F)F)C2" e_above_lowest_kcal_mol=53.7
C -1.28867 1.54781 -0.31992
C -0.39295 0.36953 -0.31489
C 1.01827 0.72051 -0.87083
C 1.44974 -0.45690 -1.19395
C 0.47852 -1.57465 -1.02999
B 0.44834 -1.67079 0.58895
N -0.17767 -0.48342 0.88061
C 0.17507 0.40944 2.38023
F 1.17556 -0.12408 2.97045
F 0.45123 1.65088 2.03781
F -0.98582 0.23537 3.05782
C -0.75779 -0.72682 -1.27105
H -0.99221 2.01072 -1.20983
H -1.25719 2.22478 0.55047
H -2.37732 1.33653 -0.38041
H 1.59779 1.58338 -0.65024
H 2.36871 -0.44169 -1.76104
H 0.55038 -2.52681 -1.71972
H 0.95504 -2.39979 1.35964
H -0.87978 -0.43501 -2.27242
H -1.55925 -1.24899 -0.83169

---

4.
21
Properties=species:S:1:pos:R:3 method="wB97M-V/def2-TZVPD" e_lumo_ha="0.0064 / -0.1439" total_charge=0 spin_multiplicity=3 e_above_lowest_kcal_mol=38.5
C 0.31037 1.97750 -1.44042
C -1.00469 0.54822 1.33165
C -1.26206 1.23971 0.26613
C 1.12894 -1.05814 -0.56464
C 1.51945 0.49315 0.90829
C 0.28017 -0.27699 1.40908
C -0.62594 0.97745 -1.02709
C -1.11940 0.26326 -2.01065
N 1.04547 2.84325 -1.62746
N 0.26342 -1.39299 0.43353
N 1.90513 -0.08541 -0.35507
O 1.19751 -1.85471 -1.65275
H -1.58958 0.70016 2.28029
H -2.18493 1.74893 0.02807
H 1.22686 1.61499 0.92739
H 2.28870 0.26563 1.70281
H 0.35816 -0.55282 2.43576
H -0.81383 0.08094 -3.03893
H -2.13144 -0.08824 -1.73191
H 2.03938 -1.93368 -2.08041
H -0.59716 -2.05554 0.47921

---

5.
69
Properties=species:S:1:pos:R:3 method="wB97M-V/def2-TZVPD" e_lumo_ha=-0.0677 total_charge=0 spin_multiplicity=1 smiles="O=C1C=C(CCCCS(=O)(=O)Cl)C(=O)c2ccccc21.O=C1C=CC(=O)C=C1.O=C1C=CC(=O)C=C1.O=C1C=CC(=O)C=C1"
O -4.11021 1.51211 0.37149
C -3.03517 1.92231 0.89126
C -2.64513 3.48705 0.94919
C -1.30641 3.93805 0.99573
C -0.80983 5.44542 1.08216
C 0.12554 5.67393 2.38274
C 1.70025 5.76486 2.05100
C 2.57714 4.59311 2.72548
S 3.90183 3.89740 1.62375
O 3.89326 2.37548 1.64538
O 3.72111 4.30083 0.17315
Cl 5.82693 4.49178 2.16117
C -0.15148 2.81804 0.95295
O 0.95231 3.11405 0.43308
C -0.45557 1.36649 1.52236
C 0.69536 0.49798 2.06585
C 0.40113 -0.93836 2.57904
C -1.07954 -1.41336 2.53093
C -2.26064 -0.51363 2.01574
C -1.96033 0.90573 1.48731
H -3.48353 4.27427 0.94415
H -1.64384 6.22727 1.02166
H -0.13518 5.63779 0.16751
H -0.19311 6.69009 2.82252
H -0.13610 4.87935 3.17371
H 2.07583 6.75195 2.52427
H 1.86223 5.88230 0.92809
H 3.09570 4.91728 3.69867
H 1.85963 3.71492 2.94712
H 1.77715 0.87242 2.10825
H 1.27307 -1.57928 2.94733
H -1.30233 -2.47972 2.89771
H -3.34604 -0.91707 2.02867
O -4.00918 -2.64387 2.62655
C -4.43451 -3.47624 1.84402
C -4.22898 -3.32970 0.38820
C -4.69374 -4.23756 -0.47032
C -5.43296 -5.42952 -0.00237
O -5.85536 -6.25894 -0.78577
C -5.63870 -5.57551 1.45531
C -5.17345 -4.66719 2.31369
H -3.68543 -2.45140 0.06235
H -4.55285 -4.14547 -1.54013
H -6.18256 -6.45345 1.78140
H -5.31371 -4.75807 3.38370
O 1.39116 -2.97877 -4.51457
C 0.38787 -2.71232 -3.87971
C -0.23873 -3.70562 -2.98160
C -1.33882 -3.41281 -2.28748
C -1.97705 -2.08269 -2.38520
O -2.97991 -1.81392 -1.74925
C -1.35060 -1.09013 -3.28313
C -0.25065 -1.38291 -3.97739
H 0.24214 -4.67416 -2.92099
H -1.81137 -4.12788 -1.62542
H -1.83114 -0.12145 -3.34325
H 0.22217 -0.66773 -4.63896
O 5.62628 -3.32683 -1.03841
C 5.37979 -2.40831 -1.79851
C 6.03624 -1.09184 -1.65032
C 5.76396 -0.08551 -2.48200
C 4.79568 -0.24391 -3.58817
O 4.54890 0.67391 -4.34792
C 4.13935 -1.56034 -3.73622
C 4.41166 -2.56643 -2.90461
H 6.74294 -0.99296 -0.83571
H 6.23451 0.88516 -2.38769
H 3.43244 -1.65950 -4.55038
H 3.94062 -3.53696 -2.99915

---

Respective calculated total energy values: -91356.168 -28027.381 -17721.867 -14951.779 -77411.260 eV.